Here is a molecular structure, F2FeH10O7P in a non-equilibrium geometry from OMol25. Energies are from ωB97M-V/def2-TZVPD.

Positions of all 21 atoms, in Å:
Fe -0.05238 0.10771 0.03595
O 1.26462 -0.34929 -1.03005
P 2.91962 0.13071 -0.82605
O 1.70862 0.67671 0.00295
F 2.73262 0.22171 -2.41405
F 3.08762 -1.40629 -0.69305
O -0.93338 1.06571 -1.61205
H -0.36138 1.71571 -1.98905
H -1.82438 1.25871 -1.95405
O -0.23138 -2.10029 -0.30905
H -0.88738 -2.25729 -1.02505
H 0.64062 -2.33129 -0.63905
O -2.15538 -0.36229 0.51695
H -2.47538 -1.29629 0.57795
H -2.83138 0.30771 0.52095
O -0.53138 1.71671 1.04595
H -0.28538 2.59371 0.69795
H -0.60838 1.84471 2.00095
O 0.26162 -0.63129 2.00395
H -0.44738 -0.68129 2.61895
H 1.00962 -0.22429 2.46895

LUMO energy (alpha / beta) ... -8.73 / -10.45 eV
Electronic energy ... -2336.7266 Eh
HOMO level (alpha / beta) ... -0.618 / -0.606 hartree
Orbital gap (alpha / beta) ... 0.297 / 0.221 Ha
Multiplicity ... 6
Total charge ... +2
Energy relative to the best compared isomer or geometry (same formula, charge and spin) ... 151.20 kcal/mol
Max |F| ... 0.18387 Eh/bohr